1.
Entry from OMol25: a cluster of 4 separate species, C3H14NO4 in total (ωB97M-V/def2-TZVPD).

LUMO energy   3.9 eV
HOMO-LUMO gap   8.7180 eV

The geometry in ORCA input format:
```
! wB97M-V def2-TZVPD RIJCOSX def2/J DEFGRID3
* xyz -1 1
C 0.35972 1.04729 -1.17849
O 0.02614 1.49772 0.10568
C -0.65956 -0.15031 -1.66188
C 0.01662 -1.51742 -1.19154
N -2.04549 -0.26425 -1.12081
H 1.31699 0.44423 -1.09719
H 0.28206 1.80560 -2.11295
H -0.83132 -0.07395 -2.72133
H -0.55818 -2.35691 -1.72471
H 1.00436 -1.52792 -1.26832
H -0.04485 -1.56845 -0.01235
H -2.13778 -0.87716 -0.32474
H -2.30910 0.51527 -0.62710
H 1.11971 1.80443 1.99017
H -0.01614 2.66314 1.83786
O 0.82982 2.65269 2.05021
H 0.80212 -1.49060 1.19750
H 2.21550 -0.88494 1.46736
O 1.79142 -1.69579 1.27458
H -0.17439 0.66940 0.79798
H -0.71786 -0.27260 2.55821
O -0.26978 -0.41948 1.76184
*
```

=====

2.
Entry from OMol25: a cluster of 4 separate species, C3H14NO4 in total (ωB97M-V/def2-TZVPD).

LUMO energy   3.7 eV
HOMO-LUMO gap   8.0561 eV

The geometry in ORCA input format:
```
! wB97M-V def2-TZVPD RIJCOSX def2/J DEFGRID3
* xyz -1 1
C -1.51205 -0.65397 -0.04766
N -1.84296 0.57840 -0.73405
C -0.91612 0.98166 -1.90184
C 0.27663 1.57786 -1.14483
O 1.46111 1.47734 -1.87464
H -0.29785 -0.84554 0.12690
H -1.76940 -1.56965 -0.58504
H -1.94834 -0.50612 1.00288
H -1.91362 1.32643 -0.06330
H -1.38679 1.67968 -2.53173
H -0.61542 0.06912 -2.41844
H 0.49706 0.90874 -0.23486
H 0.27616 2.63274 -0.69079
H 1.19658 -0.48281 2.22862
H 2.41671 -0.87750 0.72313
O 0.71705 -0.91741 1.55958
H -0.28894 -1.95683 2.09890
H -1.65662 -1.78519 1.71606
O -1.21620 -2.53758 2.27453
H 2.10036 1.14455 -1.19345
H 3.26730 0.11231 1.25974
O 3.15535 -0.35623 0.43029
*
```

=====

Energy above the most stable structure, in kcal/mol: 1 3.7; 2 0.0

=====

1.
Entry from OMol25: the ion C3H2NO3 with charge +1 (ωB97M-V/def2-TZVPD).

LUMO energy   -7.2 eV
SMILES   C=[N+]1C(=O)OC1=O
HOMO-LUMO gap   10.4263 eV

The geometry in ORCA input format:
```
! wB97M-V def2-TZVPD RIJCOSX def2/J DEFGRID3
* xyz 1 1
C 1.09635 0.21272 1.02888
N 0.09647 0.02931 0.21337
C -1.53322 -0.33408 -0.07600
O -2.45781 -0.25374 0.59957
O -1.21049 -0.50158 -1.33102
C 0.14664 0.11272 -1.21154
O 0.86281 0.48105 -1.99857
H 2.12236 0.32950 0.73109
H 0.87688 -0.07589 2.04421
*
```

=====

2.
Entry from OMol25: the ion C3H2NO3 with charge +1 (ωB97M-V/def2-TZVPD).

LUMO energy (alpha / beta)   -8.5 / -8.5 eV
SMILES   O=C1C=CO[N+]1=O
HOMO-LUMO gap (alpha / beta)   8.2546 / 8.2528 eV

The geometry in ORCA input format:
```
! wB97M-V def2-TZVPD RIJCOSX def2/J DEFGRID3
* xyz 1 1
O 2.43811 2.04687 0.01874
C 1.86811 1.05615 -0.08185
C 0.46458 0.65346 -0.01916
C 0.35584 -0.69094 0.05116
O 1.55841 -1.34671 -0.09053
N 2.54839 -0.48207 0.06494
O 3.78847 -0.70918 0.00828
H -0.28981 1.50156 0.12173
H -0.41558 -1.42336 0.20406
*
```

=====

Energy above the most stable structure, in kcal/mol: 1 0.0; 2 79.6

=====

1.
Entry from OMol25: a cluster of 4 separate species, C4H14NO2 in total (ωB97M-V/def2-TZVPD).

LUMO energy   -9.2 eV
HOMO-LUMO gap   4.8803 eV

The geometry in ORCA input format:
```
! wB97M-V def2-TZVPD RIJCOSX def2/J DEFGRID3
* xyz 1 1
C 1.56521 0.51768 0.06188
C 0.56673 -0.27571 0.91801
C -0.49604 -0.87527 0.04144
C -0.68057 -2.27774 0.02202
N -1.32613 -0.07758 -0.56618
H 1.00081 1.28097 -0.47262
H 2.35863 0.99220 0.60747
H 2.01694 -0.09394 -0.72274
H 1.14054 -1.03885 1.44692
H 0.16683 0.38474 1.67293
H -0.03356 -2.86676 0.66554
H -1.49568 -2.70465 -0.54722
H -6.11072 0.90511 2.96728
H -1.73968 -0.52595 -1.39620
H -1.20247 1.74942 -0.19125
H -1.94656 2.88816 0.57647
H -5.96059 0.95509 3.69347
O -1.08541 2.59141 0.27279
H 4.86355 -1.09898 -3.27919
H 3.84338 0.01143 -3.12206
O 4.55481 -0.44079 -2.64879
*
```

=====

2.
Entry from OMol25: a cluster of 3 separate species, C4H14NO2 in total (ωB97M-V/def2-TZVPD).

LUMO energy   -3.1 eV
HOMO-LUMO gap   11.3827 eV

The geometry in ORCA input format:
```
! wB97M-V def2-TZVPD RIJCOSX def2/J DEFGRID3
* xyz 1 1
C 2.42188 0.80345 -0.66721
C 1.58442 1.67213 0.29941
C 0.14631 1.66653 -0.13349
C -0.75055 0.94129 0.50194
N -2.16045 0.90952 0.02665
H 2.47732 -0.20412 -0.29045
H 1.94234 0.70843 -1.64343
H 3.40372 1.23164 -0.85556
H 1.65951 1.20907 1.28529
H 1.97037 2.68727 0.38888
H -0.05047 2.17161 -1.06628
H -0.68859 0.52575 1.49102
H -2.17681 1.27295 -0.91899
H -2.67363 1.53583 0.66675
H -2.54232 -0.04761 0.12664
H -1.25956 -2.04231 0.76313
H -2.68238 -2.53553 0.92945
O -2.18187 -1.77718 0.59258
H 1.14565 -3.19295 -0.77839
H -0.13416 -3.99711 -0.61214
O 0.54927 -3.53868 -0.10581
*
```

=====

3.
Entry from OMol25: a cluster of 3 separate species, C4H14NO2 in total (ωB97M-V/def2-TZVPD).

LUMO energy   -3.0 eV
HOMO-LUMO gap   11.9372 eV

The geometry in ORCA input format:
```
! wB97M-V def2-TZVPD RIJCOSX def2/J DEFGRID3
* xyz 1 1
C -0.13344 0.56603 1.55587
N -0.39326 0.33318 0.09884
C 0.58068 -0.71757 -0.34904
C 1.07320 -1.44958 0.91813
C 0.33904 -0.76917 2.09741
H 0.60611 1.36416 1.60174
H -1.02869 1.01110 1.99332
H -0.25634 1.16298 -0.49651
H -1.34733 0.01971 -0.07567
H 1.47522 -0.18194 -0.68525
H 0.20372 -1.21765 -1.23913
H 0.78782 -2.49699 0.84263
H 2.13482 -1.37538 1.05812
H 1.04145 -0.54785 2.89465
H -0.43903 -1.40232 2.47063
H 0.28410 3.86425 -0.35448
H -0.68477 3.25594 -1.39193
O -0.00998 3.02872 -0.74505
H -1.11873 -1.58450 -4.14534
H -1.79847 -1.72755 -2.73333
O -1.31611 -1.13561 -3.31561
*
```

=====

4.
Entry from OMol25: a cluster of 3 separate species, C4H14NO2 in total (ωB97M-V/def2-TZVPD).

LUMO energy   -3.1 eV
HOMO-LUMO gap   10.4435 eV

The geometry in ORCA input format:
```
! wB97M-V def2-TZVPD RIJCOSX def2/J DEFGRID3
* xyz 1 1
C -0.21075 -0.49185 -1.13578
C 1.26488 -0.70469 -0.79810
C 2.12983 0.48024 -1.19312
C 2.93943 1.13839 -0.36975
N -0.65174 0.78863 -0.51047
H -0.81029 -1.35198 -0.85512
H -0.25535 -0.43116 -2.22580
H 1.66576 -1.55666 -1.34464
H 1.38998 -0.89178 0.26996
H 2.08419 0.89963 -2.19929
H 3.76200 1.75607 -0.70338
H 2.94936 0.84719 0.68092
H 0.05237 1.51888 -0.58646
H -0.84116 0.54269 0.47435
H -1.53760 1.16639 -0.83365
H -3.13405 -1.51721 1.04905
H -2.56743 -2.64506 1.72753
O -2.30944 -1.75006 1.48634
H -2.11277 -0.00742 2.22591
H -2.21211 1.39734 2.66260
O -1.59512 0.81241 2.17887
*
```

=====

Energy above the most stable structure, in kcal/mol: 1 136.5; 2 17.7; 3 0.0; 4 16.2

=====

1.
Entry from OMol25: a cluster of 2 separate species, C4H13NOS in total (ωB97M-V/def2-TZVPD).

LUMO energy   0.7 eV
SMILES   CNCCCS.O
HOMO-LUMO gap   9.6793 eV

The geometry in ORCA input format:
```
! wB97M-V def2-TZVPD RIJCOSX def2/J DEFGRID3
* xyz 0 1
C -1.34186 -2.12122 1.78657
N -0.64927 -1.37326 0.73726
C 0.74739 -0.75380 1.12818
C 0.58242 0.75223 0.78611
C 0.46193 1.03004 -0.70688
S 1.94231 0.81669 -1.85539
H -1.03386 -1.91415 2.82488
H -1.33221 -3.23403 1.72795
H -2.41044 -1.81730 1.66360
H -0.45881 -2.04451 -0.05570
H 1.51956 -1.26695 0.44128
H 1.14817 -0.57165 2.12266
H 1.27472 1.48584 1.16204
H -0.33584 1.06646 1.32855
H 0.24256 2.10275 -0.92694
H -0.39516 0.38688 -1.07958
H 2.28186 -0.55387 -1.75250
O -2.99218 0.96949 0.02473
H -2.50178 0.16548 -0.40523
H -3.29266 1.54133 -0.68735
*
```

=====

2.
Entry from OMol25: a cluster of 2 separate species, C4H13NOS in total (ωB97M-V/def2-TZVPD).

LUMO energy   0.7 eV
SMILES   CSCCCN.O
HOMO-LUMO gap   9.2315 eV

The geometry in ORCA input format:
```
! wB97M-V def2-TZVPD RIJCOSX def2/J DEFGRID3
* xyz 0 1
C -1.56475 -1.86229 -0.60669
S -1.33052 -0.12200 -1.04372
C -0.06515 0.31453 0.12030
C 1.29393 -0.34302 -0.23792
C 2.42451 0.33643 0.51259
N 3.69141 -0.30039 0.24300
H -0.70058 -2.24984 -0.04132
H -1.68593 -2.46611 -1.52174
H -2.47024 -1.97656 0.01269
H 0.03872 1.41437 0.04939
H -0.31225 0.06683 1.17055
H 1.29878 -1.44298 -0.11340
H 1.41357 -0.12590 -1.31682
H 2.24370 0.06832 1.57130
H 2.42466 1.44108 0.44046
H 3.74788 -0.17250 -0.77343
H 3.68653 -1.31392 0.40240
O -4.85502 3.28520 0.40032
H -4.13961 2.95021 -0.18638
H -5.13963 2.49854 0.91842
*
```

=====

3.
Entry from OMol25: a cluster of 2 separate species, C4H13NOS in total (ωB97M-V/def2-TZVPD).

LUMO energy   1.0 eV
SMILES   CN[C@H](C)CS.O
HOMO-LUMO gap   9.8319 eV

The geometry in ORCA input format:
```
! wB97M-V def2-TZVPD RIJCOSX def2/J DEFGRID3
* xyz 0 1
C 2.00551 -0.63827 -0.24906
N 0.64610 -0.68697 -0.84409
C -0.38218 -1.57692 -0.29396
C -1.77969 -1.54155 -0.93263
C -0.58997 -1.26030 1.20077
S -1.74668 -2.38709 2.10462
H 2.71664 -1.29264 -0.75446
H 2.25879 0.42737 -0.32214
H 2.01738 -0.90957 0.80765
H 0.77507 -1.00840 -1.79630
H 0.03639 -2.58493 -0.30112
H -2.40830 -2.39603 -0.75807
H -2.36043 -0.79489 -0.35738
H -1.78989 -1.09938 -1.93733
H 0.21532 -1.36423 1.93020
H -1.00732 -0.25316 1.15399
H -2.18274 -1.59875 3.10362
O 1.14954 6.62904 -0.54237
H 0.75957 7.14904 -1.23120
H 1.66690 7.18764 0.01928
*
```

=====

4.
Entry from OMol25: a cluster of 2 separate species, C4H13NOS in total (ωB97M-V/def2-TZVPD).

LUMO energy   0.8 eV
SMILES   CCNCCS.O
HOMO-LUMO gap   9.3546 eV

The geometry in ORCA input format:
```
! wB97M-V def2-TZVPD RIJCOSX def2/J DEFGRID3
* xyz 0 1
C 1.57967 1.21710 0.85008
C -0.01187 1.29435 0.58378
N -0.60776 0.09909 -0.10874
C -0.42267 -1.29837 0.48009
C 0.85988 -1.92100 0.87696
S 1.81418 -2.37483 -0.52188
H 1.83775 0.54291 1.64773
H 2.25341 0.92268 0.03223
H 1.91871 2.23890 1.16836
H -0.09027 2.12551 -0.09566
H -0.53258 1.45079 1.56478
H -0.53799 0.14199 -1.14148
H -0.94453 -2.12502 -0.10014
H -0.89140 -1.34049 1.48062
H 1.39070 -1.25591 1.53571
H 0.67411 -2.90591 1.32059
H 2.59581 -1.20907 -0.78157
O -3.57815 1.23281 -3.21148
H -3.20590 2.09367 -3.17637
H -4.10109 1.07078 -2.40361
*
```

=====

Energy above the most stable structure, in kcal/mol: 1 27.6; 2 0.0; 3 16.2; 4 21.8

=====

1.
Entry from OMol25: a cluster of 2 separate species, C4H13NOS in total (ωB97M-V/def2-TZVPD).

LUMO energy   0.6 eV
SMILES   CCNCCS.O
HOMO-LUMO gap   9.2256 eV

The geometry in ORCA input format:
```
! wB97M-V def2-TZVPD RIJCOSX def2/J DEFGRID3
* xyz 0 1
C -0.95893 -1.07110 -2.23422
C -1.06763 -0.74931 -0.74553
N 0.02421 -1.37500 -0.01979
C -0.04441 -1.31350 1.43409
C -0.10410 0.11088 2.02162
S 1.39861 1.07074 1.66582
H -0.00451 -0.72444 -2.62130
H -0.93041 -2.15613 -2.35253
H -1.85052 -0.68827 -2.72715
H -1.98782 -1.15724 -0.32845
H -1.09264 0.33747 -0.64430
H 0.94613 -1.08398 -0.29463
H 0.80844 -1.87382 1.82036
H -0.96238 -1.82561 1.74524
H -0.94154 0.63943 1.56547
H -0.26159 0.07710 3.09691
H 2.30969 0.09698 1.79258
O -0.57978 2.00510 -2.82119
H 0.14617 2.61868 -2.99929
H -1.19585 2.59787 -2.38465
*
```

=====

2.
Entry from OMol25: a cluster of 2 separate species, C4H13NOS in total (ωB97M-V/def2-TZVPD).

LUMO energy   0.7 eV
SMILES   C[C@@H](N)CCS.O
HOMO-LUMO gap   9.4517 eV

The geometry in ORCA input format:
```
! wB97M-V def2-TZVPD RIJCOSX def2/J DEFGRID3
* xyz 0 1
C -0.30919 -2.33242 0.72557
C -0.20382 -0.85968 0.28587
N 0.89990 -0.58855 -0.63365
C -1.53399 -0.37571 -0.27205
C -1.64266 1.12145 -0.56882
S -0.70921 2.21406 0.54386
H -0.76661 -2.99352 -0.01563
H -0.90720 -2.38517 1.64040
H 0.68716 -2.70265 0.90682
H -0.02265 -0.30299 1.19070
H 1.71387 -0.26245 -0.13301
H 1.11570 -1.35482 -1.25338
H -1.73324 -0.93913 -1.18096
H -2.27408 -0.72211 0.45436
H -1.34395 1.35843 -1.58571
H -2.68357 1.40300 -0.43151
H 0.50391 1.91570 0.06019
O 3.16673 2.28406 0.29885
H 2.98697 2.33347 -0.64516
H 3.05592 3.18901 0.61325
*
```

=====

Energy above the most stable structure, in kcal/mol: 1 7.6; 2 0.0

=====

1.
Entry from OMol25: a cluster of 2 separate species, C4H13NOS in total (ωB97M-V/def2-TZVPD).

LUMO energy   0.6 eV
SMILES   CNCCCS.O
HOMO-LUMO gap   8.8545 eV

The geometry in ORCA input format:
```
! wB97M-V def2-TZVPD RIJCOSX def2/J DEFGRID3
* xyz 0 1
C 1.39080 -0.77329 1.37342
N -0.01794 -0.75260 1.06245
C -0.72311 0.14640 0.17641
C -1.45042 -0.52692 -1.03007
C -0.71796 -1.77514 -1.47446
S -0.83688 -2.01047 -3.33605
H 1.67969 -1.74297 1.74135
H 1.59932 0.02991 2.08749
H 1.96236 -0.57012 0.46769
H -0.62289 -1.37236 1.56683
H 0.08755 0.79240 -0.17458
H -1.39321 0.78615 0.75561
H -1.29088 0.22958 -1.79401
H -2.46167 -0.70868 -0.75938
H -1.26940 -2.67771 -1.20628
H 0.31357 -1.91423 -1.17501
H 0.44295 -2.33349 -3.55733
O 1.36467 5.16345 1.49918
H 0.92467 5.72155 2.14342
H 1.01880 4.28853 1.63333
*
```

=====

2.
Entry from OMol25: a cluster of 2 separate species, C4H13NOS in total (ωB97M-V/def2-TZVPD).

LUMO energy   0.8 eV
SMILES   C[C@@H](N)CCS.O
HOMO-LUMO gap   9.4918 eV

The geometry in ORCA input format:
```
! wB97M-V def2-TZVPD RIJCOSX def2/J DEFGRID3
* xyz 0 1
C 1.44170 2.18841 1.06063
C 0.90518 0.79685 0.71965
N -0.54656 0.56269 0.81378
C 1.36745 0.34458 -0.65214
C 1.21420 -1.12471 -0.97288
S -0.16619 -1.48268 -2.10849
H 1.41626 2.86272 0.20201
H 2.45958 2.03733 1.43238
H 0.86795 2.64073 1.86330
H 1.31024 0.10400 1.44077
H -0.91617 1.03873 1.63451
H -1.01414 1.06849 0.05988
H 0.94832 1.01800 -1.40463
H 2.35165 0.78291 -0.89043
H 2.08922 -1.54333 -1.45862
H 1.08335 -1.66541 -0.04280
H -1.16730 -1.33372 -1.23659
O -4.23864 -2.77078 0.05986
H -4.55632 -2.01613 -0.44312
H -4.84977 -3.50868 -0.07707
*
```

=====

Energy above the most stable structure, in kcal/mol: 1 18.5; 2 0.0